Molecular formula: C17H25N3NaO7Te
Method: DFT, the ωB97M-V functional and the def2-TZVPD basis

Geometry (Å):
Na1 1.68 -0.60 0.53
O1 1.88 0.39 3.97
C1 2.04 0.59 2.75
O2 2.86 0.03 1.98
C2 1.10 1.65 2.13
C3 0.46 2.54 2.99
C4 -0.39 3.49 2.45
C5 -0.60 3.49 1.07
C6 0.07 2.56 0.29
N1 0.91 1.66 0.80
C7 -0.21 2.53 -1.23
O3 -1.38 2.89 -1.54
O4 0.72 2.19 -1.98
H1 0.66 2.44 4.05
H2 -0.91 4.20 3.08
H3 -1.27 4.17 0.59
C8 -2.84 1.06 -2.93
N2 -1.85 -0.01 -3.03
C9 -1.28 -0.24 -4.35
C10 -1.29 -0.58 -1.94
O5 -0.37 -1.39 -2.01
C11 -1.89 -0.17 -0.61
O6 -1.20 -0.67 0.50
C12 -1.23 -2.07 0.73
C13 -0.29 -2.22 1.90
O7 0.91 -2.34 1.66
N3 -0.78 -2.21 3.15
C14 0.15 -2.26 4.27
C15 -2.20 -2.01 3.44
H4 -3.20 1.29 -3.93
H5 -2.39 1.96 -2.50
H6 -3.69 0.76 -2.32
H7 -0.83 0.68 -4.73
H8 -2.05 -0.58 -5.04
H9 -0.50 -1.00 -4.26
H10 -2.95 -0.49 -0.58
H11 -1.86 0.92 -0.52
H12 -0.80 -2.62 -0.11
H13 -2.24 -2.44 0.91
H14 1.11 -1.82 3.99
H15 0.30 -3.29 4.60
H16 -0.25 -1.67 5.09
H17 -2.82 -2.75 2.96
H18 -2.53 -1.01 3.15
H19 -2.34 -2.11 4.52
C16 4.22 0.90 -2.46
Te1 2.34 -0.10 -2.38
C17 3.26 -1.99 -2.86
H20 4.66 0.78 -3.45
H21 4.89 0.51 -1.70
H22 4.03 1.95 -2.27
H23 4.01 -2.26 -2.12
H24 3.71 -1.96 -3.85
H25 2.47 -2.74 -2.85

Results
HOMO energy	-4.647	eV
relative energy (zero: lowest compared OMol25 entry of this formula, charge and spin)	90.6	kJ/mol
energy	-48550.7712	eV
total charge	-1

---

Molecular formula: C17H25N3O6
Method: DFT, the ωB97M-V functional and the def2-TZVPD basis

Geometry (Å):
C1 -4.23 0.66 1.37
C2 -3.34 -0.55 1.43
C3 -3.29 -1.15 2.81
O1 -2.01 -0.05 0.92
C4 -1.15 -0.99 0.49
N1 0.09 -0.47 -0.17
N2 1.16 -0.87 0.52
C5 1.72 0.21 1.14
O2 1.86 1.36 0.68
O3 2.18 -0.10 2.35
C6 3.34 0.70 2.80
C7 3.59 0.26 4.23
C8 3.26 2.18 2.69
O4 -1.32 -2.18 0.61
H1 -5.22 0.42 1.78
H2 -3.83 1.48 1.98
H3 -4.38 1.00 0.33
H4 -3.69 -1.33 0.74
H5 -4.32 -1.35 3.12
H6 -2.74 -2.09 2.83
H7 -2.88 -0.45 3.54
H8 4.14 0.35 2.13
H9 4.57 0.64 4.54
H10 2.82 0.70 4.89
H11 3.58 -0.83 4.33
H12 4.26 2.58 2.93
H13 2.95 2.49 1.69
H14 2.55 2.59 3.42
C9 -3.86 -2.27 -1.57
C10 -2.73 -2.00 -2.50
O5 -2.01 -0.90 -1.87
C11 -0.74 -0.88 -2.23
C12 0.08 0.13 -1.44
N3 1.43 0.48 -2.30
C13 1.73 -0.03 -3.52
C14 2.66 0.55 -4.38
C15 3.36 1.70 -4.01
C16 3.08 2.19 -2.74
C17 2.12 1.59 -1.95
O6 -0.30 -1.72 -3.02
H15 -4.64 -2.84 -2.06
H16 -3.48 -2.84 -0.72
H17 -4.29 -1.34 -1.20
H18 -2.06 -2.85 -2.59
H19 -3.03 -1.61 -3.48
H20 -0.48 1.06 -1.39
H21 1.17 -0.89 -3.82
H22 2.80 0.07 -5.34
H23 4.11 2.14 -4.66
H24 3.60 3.04 -2.32
H25 1.83 2.01 -1.00

Results
HOMO energy	-6.735	eV
relative energy (zero: lowest compared OMol25 entry of this formula, charge and spin)	546.4	kJ/mol
energy	-34785.4034	eV

---

Molecular formula: C17H25N4O9P2Yb
Method: DFT, the ωB97M-V functional and the def2-TZVPD basis

Geometry (Å):
Yb1 -0.34 -0.14 0.18
P1 -2.80 0.04 -0.99
C1 -2.47 0.54 -2.64
C2 -1.14 0.95 -3.01
N1 -0.09 0.62 -2.17
C3 1.15 0.94 -2.55
C4 1.44 1.70 -3.69
C5 0.40 2.03 -4.56
C6 -0.87 1.62 -4.22
C7 2.31 0.57 -1.64
P2 2.31 -1.03 -0.73
H1 -1.73 1.79 -4.86
H2 2.48 2.00 -3.84
H3 0.61 2.61 -5.46
H4 3.21 0.47 -2.28
H5 2.45 1.38 -0.89
H6 -2.23 -1.27 -3.85
H7 -3.25 0.70 -3.39
H8 -1.13 -3.26 -2.80
O1 -2.22 -2.26 -3.79
H9 -2.34 -2.55 -4.71
H10 1.14 -1.81 -0.47
O2 -0.62 -3.85 -2.19
H11 0.00 -3.28 -1.70
C8 3.00 -2.20 -1.91
H12 4.02 -1.87 -2.11
H13 2.96 -3.20 -1.45
H14 2.35 -2.20 -2.80
C9 3.66 -0.69 0.42
H15 3.80 -1.52 1.13
H16 4.57 -0.60 -0.22
H17 3.49 0.25 0.96
C10 -3.50 1.47 -0.08
H18 -4.50 1.69 -0.48
H19 -3.57 1.21 0.99
H20 -2.84 2.34 -0.19
C11 -4.07 -1.26 -1.00
H21 -4.29 -1.49 0.05
H22 -4.98 -0.92 -1.51
H23 -3.66 -2.15 -1.48
O3 1.87 1.34 7.44
N2 1.11 0.48 6.96
O4 0.71 -0.52 7.60
C12 0.67 0.65 5.58
C13 1.18 1.72 4.84
C14 0.93 1.76 3.47
C15 -0.07 0.94 2.90
O5 -0.57 1.25 1.74
C16 -0.50 -0.21 3.66
C17 -0.17 -0.30 5.00
N3 -1.32 -1.26 3.08
O6 -1.93 -2.02 3.84
O7 -1.37 -1.39 1.80
N4 1.63 2.69 2.60
O8 2.02 3.75 3.13
O9 1.84 2.38 1.40
H24 1.80 2.47 5.31
H25 -0.58 -1.12 5.57

Results
HOMO energy (spin up / spin down)	-12.735 / -12.672	eV
multiplicity	2
relative energy (zero: lowest compared OMol25 entry of this formula, charge and spin)	30.5	kJ/mol
energy	-92504.6896	eV
⟨S²⟩	0.752
total charge	+2